--- A ---
Here is 2 unconnected molecules or ions with the total composition C2H6N2O2 from OMol25. Energies are from ωB97M-V/def2-TZVPD.

```
! RIJCOSX wB97M-V def2-TZVPD def2/J DEFGRID3
* xyz 0 1
N -0.1006 -0.0150 1.9313
C -0.0311 -1.0592 2.8686
O 1.0590 -1.5325 3.1428
H -1.0522 0.3486 1.6363
H 0.7664 0.3805 1.5503
H -1.0389 -1.3962 3.1497
N -0.7059 -0.1402 -2.8731
C -0.2815 0.9214 -2.1622
O 0.3000 1.8783 -2.7178
H -0.4158 -0.2030 -3.8951
H -1.0770 -0.9750 -2.4895
H -0.5338 0.9921 -0.9976
*
```

Properties
Gap between HOMO and LUMO = 10.7 eV
HOMO energy = -10.18 eV
SMILES = NC=O.NC=O

These are the Mulliken partial charges, in e, on atoms 1 to 5: -0.35 0.16 -0.55 0.22 0.23



--- B ---
Here is C2H6N2O2 in the gas phase from OMol25. Energies are from ωB97M-V/def2-TZVPD.

```
! RIJCOSX wB97M-V def2-TZVPD def2/J DEFGRID3
* xyz 0 1
C -1.1694 0.9573 0.4365
N -0.0442 0.2352 -0.1351
C 1.2025 0.6202 -0.2545
O 2.2951 0.1466 -0.3746
N -0.0322 -1.3497 0.4630
O -0.1162 -2.2886 -0.6089
H -1.4945 1.7152 -0.2777
H -1.9667 0.2362 0.6223
H -0.8823 1.4377 1.3738
H 0.8186 1.7579 -0.8186
H 0.9017 -1.5208 0.8659
H 0.4874 -1.9475 -1.2920
*
```

Properties
Gap between HOMO and LUMO = 10.5 eV
HOMO energy = -9.86 eV
SMILES = CN(C=O)NO

These are the Mulliken partial charges, in e, on atoms 1 to 5: -0.77 0.13 0.09 -0.48 -0.34



--- C ---
Here is a molecular structure, C2H6N2O2 from OMol25. Energies are from ωB97M-V/def2-TZVPD.

```
! RIJCOSX wB97M-V def2-TZVPD def2/J DEFGRID3
* xyz 0 1
C 0.2226 -1.2002 -0.3722
C -1.2498 0.5807 0.1106
H 1.3400 -1.1838 -0.5679
H 0.4452 -1.8329 0.5899
H -0.6028 -1.1864 -1.4292
H -1.8001 0.1446 1.0235
H -1.2586 1.6485 -0.1064
H -1.7396 -0.0060 -0.8564
N 0.1195 0.1901 -0.0771
N 1.2041 0.8062 0.4194
O 0.9997 1.7841 1.0993
O 2.3198 0.2551 0.1666
*
```

Properties
Gap between HOMO and LUMO = 10.5 eV
HOMO energy = -9.97 eV

These are the Mulliken partial charges, in e, on atoms 1 to 5: -0.82 -0.63 0.36 0.28 0.29



Short version: A is the most stable of them.



--- A ---
Here is C2H6N2O2 in the gas phase from OMol25. Energies are from ωB97M-V/def2-TZVPD.

```
! RIJCOSX wB97M-V def2-TZVPD def2/J DEFGRID3
* xyz 0 1
C -0.9060 1.1079 0.0761
O 0.5647 1.4622 0.3261
N 1.5578 0.5016 -0.0130
C 1.1775 -0.6750 -0.7849
N 2.7977 0.5943 0.3128
O 3.5413 -0.3280 -0.0091
H -1.3286 1.8064 -0.5964
H -1.4850 1.2787 1.0578
H -0.9897 0.1378 -0.3030
H 0.4196 -1.2852 -0.3827
H 2.1143 -1.1182 -1.0140
H 0.9024 -0.2443 -1.8349
*
```

Properties
Gap between HOMO and LUMO = 9.7 eV
HOMO energy = -9.05 eV
SMILES = CON(C)N=O

These are the Mulliken partial charges, in e, on atoms 1 to 5: -0.47 -0.38 0.69 -1.01 -0.05



--- B ---
Here is 2 unconnected molecules or ions with the total composition C2H6N2O2 from OMol25. Energies are from ωB97M-V/def2-TZVPD.

```
! RIJCOSX wB97M-V def2-TZVPD def2/J DEFGRID3
* xyz 0 1
C -1.1989 -0.2014 -0.2036
N -1.6127 0.9680 0.1200
O -1.8900 1.9585 -0.5482
O -1.6555 1.2519 1.4652
H -0.6310 -0.7924 0.5389
H -1.6190 -0.5180 -1.1491
H -2.0069 2.1243 1.6220
C 1.8743 -0.6896 -0.2165
N 2.7684 -1.5511 -0.2011
H 1.3809 -0.2425 -1.0414
H 1.5538 -0.3428 0.7539
H 3.0366 -1.9649 -1.1401
*
```

Properties
Gap between HOMO and LUMO = 10.1 eV
HOMO energy = -9.44 eV
SMILES = C=[N+]([O-])O.C=N

These are the Mulliken partial charges, in e, on atoms 1 to 5: -0.69 0.73 -0.69 -0.44 0.44



--- C ---
Here is C2H6N2O2 in the gas phase from OMol25. Energies are from ωB97M-V/def2-TZVPD.

```
! RIJCOSX wB97M-V def2-TZVPD def2/J DEFGRID3
* xyz 0 1
C -1.0392 1.2173 0.1215
N 0.2189 0.7125 0.6324
N 0.4285 -0.7823 0.5644
O -0.5555 -1.7283 0.7117
C 1.1986 -0.7422 -0.5998
O 1.2040 -1.7677 -1.3090
H -1.9050 0.6876 0.5358
H -1.0659 1.1596 -0.9709
H -1.1590 2.2639 0.4162
H 1.0186 1.3330 0.5916
H -0.3791 -2.3255 -0.0484
H 2.0350 -0.0279 -0.6455
*
```

Properties
Gap between HOMO and LUMO = 9.2 eV
HOMO energy = -8.56 eV
SMILES = CNN(O)C=O

These are the Mulliken partial charges, in e, on atoms 1 to 5: -0.70 -0.37 0.09 -0.37 0.13



Short version: C is the most stable of them.



--- A ---
Here is a molecular structure, C4H9N2O2 from OMol25. Energies are from ωB97M-V/def2-TZVPD.

```
! RIJCOSX wB97M-V def2-TZVPD def2/J DEFGRID3
* xyz -1 1
C -1.4078 -1.4388 -0.1556
C -0.0502 1.4128 -0.7345
C -1.0971 -0.4163 0.8733
C -0.0027 0.5676 0.5244
N 1.2978 -0.6145 -0.0571
N 2.4128 -0.0650 0.0449
O 3.3842 -0.8406 -0.2771
O 2.6394 1.1033 0.4241
H -0.5982 -2.0612 -0.5511
H -1.9360 -1.0727 -1.1555
H -2.3103 -2.0635 0.1472
H 0.0238 0.9583 -1.8157
H -0.9759 1.9461 -0.7738
H 0.8190 2.1682 -0.7918
H -0.8677 -0.9905 1.7683
H -1.8350 0.3312 1.1760
H 0.5039 1.0756 1.3538
*
```

Properties
Gap between HOMO and LUMO = 7.4 eV
HOMO energy = -3.54 eV

These are the Mulliken partial charges, in e, on atoms 1 to 5: -1.07 -1.16 -0.41 -0.08 -0.64



--- B ---
Here is 2 unconnected molecules or ions with the total composition C4H9N2O2 from OMol25. Energies are from ωB97M-V/def2-TZVPD.

```
! RIJCOSX wB97M-V def2-TZVPD def2/J DEFGRID3
* xyz -1 1
C -0.1020 1.9591 -0.3297
C 0.3014 -1.9302 0.2322
C -0.6001 0.4392 -0.3271
C 0.3278 -0.4542 0.3819
N 2.3264 -0.1759 -0.8283
N 3.2396 -0.0402 0.0135
O 3.1466 0.1459 1.2905
O 4.4037 -0.0864 -0.5858
H -0.8736 2.7053 -0.7176
H 0.7986 1.9748 -0.8754
H 0.1525 2.1537 0.7220
H 0.0188 -2.2017 -0.7761
H 1.3663 -2.3007 0.2863
H -0.4534 -2.3324 1.0203
H -1.6110 0.3230 0.0987
H -0.4998 0.0138 -1.2560
H 0.7877 -0.0600 1.3146
*
```

Properties
Gap between HOMO and LUMO (spin up / spin down) = 7.6 / 7.1 eV
HOMO energy (spin up / spin down) = -3.75 / -3.18 eV

These are the Mulliken partial charges, in e, on atoms 1 to 5: -1.05 -1.05 -0.38 -0.33 -0.68



--- C ---
Here is a gas-phase ion, C4H9N2O2 (charge -1) from OMol25. Energies are from ωB97M-V/def2-TZVPD.

```
! RIJCOSX wB97M-V def2-TZVPD def2/J DEFGRID3
* xyz -1 1
C 0.4272 1.4723 0.5589
C -0.0367 0.0352 0.9504
N -1.2430 -0.4113 0.2705
C -1.4391 -0.1498 -1.2024
O -2.5624 0.4765 -1.4494
C 1.0043 -1.0300 0.7255
N 1.6627 -0.9629 -0.4726
O 1.2851 -1.8805 1.5481
H 1.4970 1.5167 0.3052
H -0.1245 1.7640 -0.3270
H 0.2552 2.1573 1.3887
H -0.2947 0.0150 2.0145
H -2.0357 0.0127 0.7382
H -0.5100 0.4206 -1.5182
H -1.3471 -1.1763 -1.6280
H 2.3045 -1.7185 -0.6553
H 1.1572 -0.5409 -1.2474
*
```

Properties
Gap between HOMO and LUMO = 6.7 eV
HOMO energy = -2.84 eV
SMILES = C[C@@H](NC[O-])C(N)=O

These are the Mulliken partial charges, in e, on atoms 1 to 5: -1.04 0.16 -0.39 -0.18 -0.87



Short version: C is the most stable of them.